Entry 1:
{
  "formula": "C2H10N2O2",
  "method": "wB97M-V/def2-TZVPD",
  "s2": 0.785,
  "spin_multiplicity": 2,
  "orbital_gap_ev": [11.0, 6.6],
  "total_charge": 1,
  "e_tot_ha": -341.85449,
  "elements": ["O", "H", "H", "H", "H", "H", "H", "O", "C", "H", "H", "C", "N", "N", "H", "H"],
  "xyz": [[-1.436, -1.951, -2.496], [0.026, 0.035, 2.103], [0.352, 2.610, 0.763], [-1.679, -2.689, -1.922], [-2.115, -1.113, 2.127], [2.026, -0.934, -0.477], [-2.301, -1.537, -2.686], [0.783, 3.462, 0.809], [-0.460, -0.443, 1.258], [1.312, 3.667, 0.029], [1.666, 0.691, -0.874], [1.568, -0.036, -0.068], [-1.627, -0.980, 1.247], [0.166, -0.346, 0.078], [-0.292, -0.824, -0.712], [2.010, 0.389, 0.821]]
}



Entry 2:
{
  "formula": "C2H10N2O3",
  "method": "wB97M-V/def2-TZVPD",
  "s2": 0.750,
  "spin_multiplicity": 2,
  "orbital_gap_ev": [2.9, 10.0],
  "total_charge": -1,
  "e_tot_ha": -417.40983,
  "elements": ["H", "H", "H", "C", "C", "H", "H", "H", "O", "H", "N", "H", "H", "N", "O", "O", "H"],
  "xyz": [[1.586, -2.412, 1.224], [0.507, -2.288, -1.799], [-1.503, 2.123, -0.675], [-1.155, 1.084, -0.616], [0.363, 1.306, -0.467], [-1.055, -0.347, 0.779], [-1.233, 0.576, -1.575], [0.869, -2.321, 2.513], [1.063, 1.274, -1.462], [1.729, 1.523, 1.028], [-1.778, 0.317, 0.477], [0.919, -0.755, -1.765], [-2.427, -0.328, 0.033], [0.761, 1.505, 0.805], [0.198, -1.389, -1.656], [1.141, -1.738, 1.783], [0.014, 1.870, 1.374]]
}



Entry 3:
{
  "formula": "C2H10N2O3",
  "method": "wB97M-V/def2-TZVPD",
  "orbital_gap_ev": 7.7,
  "e_tot_ha": -417.22237,
  "elements": ["O", "N", "H", "C", "N", "H", "C", "H", "H", "H", "H", "O", "H", "O", "H", "H", "H"],
  "xyz": [[1.930, -0.169, 0.524], [-1.937, 0.372, 1.290], [0.910, 2.095, 0.308], [0.685, -0.578, 0.270], [0.444, 2.184, -0.598], [2.526, -0.432, -0.194], [0.491, -1.830, -0.511], [-0.928, 0.619, -0.724], [-2.626, -0.237, 1.726], [0.012, -0.339, 1.096], [-0.554, -2.121, -0.473], [0.175, 0.861, -1.071], [1.125, -2.625, -0.105], [-1.843, -0.028, -0.067], [-2.322, 1.317, 1.316], [1.144, 2.565, -1.234], [0.767, -1.654, -1.552]]
}



Entry 4:
{
  "formula": "C2H10N2O3",
  "method": "wB97M-V/def2-TZVPD",
  "s2": 1.767,
  "spin_multiplicity": 2,
  "orbital_gap_ev": [8.0, 7.2],
  "total_charge": 1,
  "e_tot_ha": -416.91173,
  "elements": ["H", "O", "C", "O", "O", "H", "C", "N", "H", "H", "H", "H", "H", "H", "H", "H", "N"],
  "xyz": [[-1.446, -0.769, 1.836], [1.809, -1.053, -0.941], [-0.264, 1.030, -1.144], [-2.957, 0.164, -0.404], [-1.513, -1.346, 1.058], [-0.038, 0.482, -2.079], [1.426, -0.429, 0.098], [0.969, 1.077, -0.332], [2.007, -0.579, 2.034], [1.748, 1.386, -0.924], [-0.731, 2.019, -1.139], [3.232, -0.711, 0.933], [-0.934, 0.430, -0.553], [-2.218, -0.826, 0.551], [0.451, -0.801, 0.503], [-3.910, 0.130, -0.655], [2.369, -0.205, 1.158]]
}



Entry 5:
{
  "formula": "C2H10N2S",
  "method": "wB97M-V/def2-TZVPD",
  "smiles": "NCN.CS",
  "orbital_gap_ev": 9.8,
  "e_tot_ha": -589.85538,
  "elements": ["S", "N", "H", "H", "H", "H", "N", "H", "H", "H", "H", "C", "C", "H", "H"],
  "xyz": [[-2.585, 0.297, 0.176], [1.975, -1.176, 0.542], [-2.557, -1.767, -1.395], [3.368, -0.198, -0.545], [-2.136, -0.241, -2.254], [2.727, -1.323, 1.232], [2.660, 1.184, 0.665], [-1.006, -0.823, -1.002], [-1.386, 0.983, 0.113], [1.752, 0.286, -1.009], [1.138, -0.981, 1.120], [2.410, 0.034, -0.200], [-2.075, -0.744, -1.262], [1.788, 1.593, 1.005], [3.206, 1.926, 0.248]]
}



Entry 6:
{
  "formula": "C2H10N3",
  "method": "wB97M-V/def2-TZVPD",
  "orbital_gap_ev": 10.2,
  "total_charge": 1,
  "e_tot_ha": -246.10698,
  "elements": ["C", "H", "H", "H", "N", "N", "H", "H", "N", "H", "C", "H", "H", "H", "H"],
  "xyz": [[-1.346, -0.207, 0.704], [-0.098, -1.903, 0.380], [2.550, 1.108, -0.555], [-2.348, 1.447, 0.062], [0.716, -0.343, -0.728], [-1.717, 0.831, -0.280], [-2.178, 0.439, -1.030], [1.703, 0.992, 0.962], [-0.265, -0.964, 0.003], [-1.150, 0.126, 1.742], [2.173, 0.390, 0.222], [2.698, -0.370, 0.642], [-2.151, -1.088, 0.647], [1.125, -0.926, -1.486], [0.290, 0.466, -1.285]]
}



Entry 7:
{
  "formula": "C2H10N3O",
  "method": "wB97M-V/def2-TZVPD",
  "orbital_gap_ev": 7.8,
  "total_charge": -1,
  "e_tot_ha": -321.70588,
  "elements": ["N", "H", "C", "H", "H", "H", "N", "H", "N", "H", "C", "H", "H", "H", "H", "O"],
  "xyz": [[1.487, 1.878, -1.795], [0.553, -0.485, 0.486], [0.502, 1.597, -0.714], [-2.025, -0.127, 0.308], [2.264, 2.310, -1.295], [-1.148, -1.111, 2.209], [-2.196, -1.117, 0.454], [1.854, 0.964, -2.046], [0.182, -1.519, 0.590], [0.092, 2.591, -0.422], [-1.086, -1.637, 1.248], [-0.332, 1.052, -1.211], [-2.108, -1.530, -0.469], [-1.301, -2.681, 1.479], [0.867, -2.146, 0.984], [1.003, 0.917, 0.325]]
}



Entry 8:
{
  "formula": "C2H10N3O",
  "method": "wB97M-V/def2-TZVPD",
  "orbital_gap_ev": 11.7,
  "total_charge": 1,
  "e_tot_ha": -321.49442,
  "elements": ["N", "H", "H", "H", "H", "H", "H", "N", "C", "O", "H", "H", "H", "H", "C", "N"],
  "xyz": [[1.252, 0.171, -0.747], [0.439, 0.251, -1.341], [-0.098, -1.530, 1.528], [-1.617, 0.309, 0.430], [-2.159, -1.369, 0.476], [-1.364, -0.830, -0.969], [-2.577, 2.619, -0.993], [1.945, -0.382, 1.402], [1.039, -0.402, 0.434], [-2.216, 1.837, -1.424], [2.891, -0.053, 1.249], [-1.496, 2.113, -1.975], [2.103, 0.530, -1.127], [1.710, -0.638, 2.348], [-1.383, -0.700, 0.113], [-0.060, -1.171, 0.591]]
}



Entry 9:
{
  "formula": "C2H10N3OP",
  "method": "wB97M-V/def2-TZVPD",
  "s2": 2.006,
  "spin_multiplicity": 3,
  "orbital_gap_ev": [3.7, 7.4],
  "e_tot_ha": -662.93485,
  "elements": ["N", "H", "C", "H", "H", "H", "H", "C", "H", "H", "H", "H", "N", "O", "N", "P", "H"],
  "xyz": [[-0.691, -0.117, 0.027], [-0.818, 1.861, 0.661], [-1.468, 1.009, 0.461], [-2.038, 0.796, 1.374], [1.428, -0.650, -2.041], [-1.752, -1.560, 1.146], [2.484, -1.445, -0.994], [-1.294, -1.410, 0.161], [1.058, 1.992, -0.863], [-2.074, -1.529, -0.602], [-2.179, 1.295, -0.326], [1.737, 2.046, 0.674], [1.615, 1.510, -0.174], [1.767, -0.538, 1.429], [1.574, -1.023, -1.118], [1.182, -0.067, 0.178], [-0.530, -2.168, 0.005]]
}



Entry 10:
{
  "formula": "C2H10N4",
  "method": "wB97M-V/def2-TZVPD",
  "orbital_gap_ev": 8.5,
  "e_tot_ha": -301.06530,
  "elements": ["H", "N", "H", "N", "N", "H", "H", "H", "C", "H", "H", "H", "C", "H", "H", "N"],
  "xyz": [[-1.471, 0.176, 1.892], [0.074, 1.186, 1.041], [0.739, 0.909, -0.053], [-0.672, -0.005, 1.284], [-1.182, -0.484, -1.268], [-0.384, 0.598, -2.844], [1.517, -0.648, -0.866], [1.838, 0.760, -1.929], [-0.184, 0.091, -1.895], [-2.063, -0.406, -1.763], [-1.040, -0.332, 0.223], [0.591, -1.536, 1.122], [1.102, 0.259, -1.309], [0.600, -0.841, 2.601], [0.544, 1.447, 1.909], [-0.010, -1.173, 1.857]]
}